The following is a quantum chemistry calculation of a cluster of 5 separate species, C27H39BF32N3O6P2 in total in a non-equilibrium geometry, from the Open Molecules 2025 dataset.

The geometry in ORCA input format:
```
! RIJCOSX wB97M-V def2-TZVPD def2/J DEFGRID3
* xyz 1 1
C 3.291 -0.167 -4.162
C 4.430 0.700 -4.604
O 4.178 2.053 -4.292
C 5.297 2.852 -4.511
C 5.484 3.901 -3.420
P 4.164 3.951 -2.157
C 2.476 4.064 -2.817
C 1.664 2.802 -2.628
C 0.925 2.871 -1.312
N 0.430 1.543 -0.988
P 4.446 5.817 -1.011
N 3.701 5.778 0.367
B 4.534 2.515 -0.873
N 3.920 1.226 -0.825
O 5.507 2.844 0.015
H 3.600 -1.184 -4.156
H 2.485 -0.050 -4.853
H 2.916 0.083 -3.194
H 5.353 0.364 -4.172
H 4.524 0.566 -5.661
H 6.189 2.265 -4.551
H 5.256 3.366 -5.449
H 6.374 3.679 -2.876
H 5.587 4.890 -3.808
H 2.534 4.310 -3.854
H 1.961 4.872 -2.342
H 0.926 2.776 -3.400
H 2.226 1.910 -2.724
H 0.139 3.597 -1.370
H 1.629 3.210 -0.572
H 0.057 1.538 -0.055
H -0.326 1.358 -1.618
H 5.837 5.942 -0.831
H 3.982 6.872 -1.823
H 3.189 4.924 0.526
H 4.151 0.631 -1.602
H 2.920 1.237 -0.667
H 6.361 2.638 -0.380
C -1.528 -0.693 4.076
C -1.068 0.535 3.270
C -1.480 1.920 3.776
F -2.812 2.071 3.833
F -0.993 2.850 2.910
F -1.431 0.389 1.974
F 0.294 0.522 3.301
O -2.691 -1.387 3.659
C -3.918 -0.919 4.062
C -4.728 -0.346 2.897
F -4.038 0.610 2.243
F -5.863 0.209 3.384
F -3.796 -0.028 5.060
F -4.595 -1.973 4.559
H -0.737 -1.428 3.942
H -1.553 -0.479 5.143
H -1.052 2.108 4.765
H -4.985 -1.126 2.196
C -9.109 -0.553 3.987
C -9.153 -1.777 4.915
C -8.859 -3.147 4.299
F -9.724 -3.461 3.316
F -8.969 -4.090 5.265
F -10.331 -1.801 5.568
F -8.183 -1.577 5.851
O -10.328 -0.078 3.446
C -10.867 -0.644 2.325
C -12.181 -1.367 2.627
F -12.020 -2.280 3.601
F -12.594 -2.005 1.511
F -9.978 -1.443 1.707
F -11.154 0.360 1.476
H -8.773 0.267 4.616
H -8.347 -0.661 3.216
H -7.838 -3.174 3.903
H -12.938 -0.645 2.938
C 8.642 -0.490 -1.485
C 9.968 -1.252 -1.331
C 10.781 -1.014 -0.056
F 11.125 0.285 0.079
F 11.912 -1.742 -0.128
F 10.727 -1.033 -2.423
F 9.641 -2.569 -1.326
O 8.655 0.718 -2.243
C 9.030 1.895 -1.676
C 10.342 2.434 -2.251
F 11.315 1.524 -2.139
F 10.692 3.535 -1.557
F 9.051 1.800 -0.342
F 8.046 2.803 -1.983
H 8.003 -1.150 -2.066
H 8.140 -0.355 -0.528
H 10.216 -1.333 0.825
H 10.210 2.690 -3.306
C -3.114 -4.890 -1.186
C -4.162 -5.805 -1.842
C -5.306 -5.139 -2.610
F -6.034 -4.322 -1.821
F -6.127 -6.103 -3.082
F -4.650 -6.652 -0.917
F -3.488 -6.553 -2.757
O -3.269 -4.578 0.187
C -4.092 -3.569 0.587
C -5.303 -4.120 1.352
F -5.954 -5.034 0.626
F -6.171 -3.108 1.621
F -4.448 -2.791 -0.451
F -3.364 -2.791 1.429
H -2.188 -5.459 -1.215
H -2.933 -3.995 -1.780
H -4.916 -4.569 -3.459
H -4.973 -4.575 2.289
*
```

Calculated values
Orbital gap: 0.3090 Ha
Electronic energy: -5570.964607 a.u.
Strongest force on any atom: 0.0393 Eh/bohr
E_HOMO: -12.2195 eV

Atomic partial charges in e from the Löwdin method, atoms 1 to 4: -0.0454, -0.2520, -0.1603, -0.2370